Record 1
{
  "formula": "C25H27As2InN4O",
  "method": "ωB97M-V with the def2-TZVPD basis set",
  "elements": ["In", "C", "As", "C", "C", "C", "C", "C", "C", "C", "As", "C", "C", "H", "H", "H", "H", "H", "H", "H", "H", "H", "H", "H", "H", "H", "H", "H", "H", "O", "C", "C", "C", "C", "C", "C", "C", "N", "C", "C", "N", "H", "H", "H", "H", "H", "H", "H", "N", "C", "C", "C", "C", "N", "C", "C", "H", "H", "H", "H"],
  "positions_angstrom": [[-0.287, 0.262, -0.862], [3.298, -1.618, -1.472], [2.330, -0.063, -0.863], [3.106, 1.416, -1.853], [2.926, 0.150, 0.976], [4.030, -0.589, 1.400], [4.575, -0.372, 2.656], [4.014, 0.567, 3.507], [2.868, 1.245, 3.124], [2.305, 1.029, 1.871], [0.542, 1.713, 1.479], [0.846, 3.632, 1.545], [-0.423, 1.365, 3.127], [3.003, -2.501, -0.910], [4.361, -1.419, -1.350], [3.081, -1.775, -2.528], [4.144, 1.544, -1.549], [2.557, 2.334, -1.647], [3.058, 1.197, -2.918], [4.501, -1.315, 0.753], [5.444, -0.936, 2.966], [4.450, 0.749, 4.480], [2.397, 1.922, 3.827], [1.272, 3.851, 2.524], [-0.088, 4.173, 1.422], [1.551, 3.925, 0.770], [-0.089, 2.048, 3.906], [-0.238, 0.339, 3.437], [-1.489, 1.508, 2.960], [-2.062, -0.528, -1.388], [-3.262, -0.306, -0.841], [-4.093, -1.393, -0.560], [-5.389, -1.181, -0.137], [-5.875, 0.113, 0.038], [-5.049, 1.189, -0.198], [-3.725, 1.002, -0.618], [-2.820, 2.129, -0.788], [-1.528, 2.110, -1.148], [-1.100, 3.424, -1.193], [-2.123, 4.241, -0.856], [-3.185, 3.413, -0.594], [-3.711, -2.391, -0.732], [-6.036, -2.027, 0.050], [-6.893, 0.273, 0.364], [-5.449, 2.186, -0.057], [-0.119, 3.693, -1.548], [-2.203, 5.313, -0.816], [-4.103, 3.716, -0.311], [0.223, -7.469, -2.251], [0.160, -6.343, -2.042], [0.093, -4.935, -1.776], [0.128, -4.016, -2.822], [0.072, -2.670, -2.512], [-0.012, -2.215, -1.261], [-0.058, -3.103, -0.264], [-0.005, -4.469, -0.468], [0.191, -4.344, -3.849], [0.081, -1.930, -3.306], [-0.148, -2.709, 0.743], [-0.043, -5.155, 0.366]],
  "lumo_ev": -6.39,
  "relative_energy_ev": 1.4658,
  "charge": 2,
  "homo_energy_ev": -13.358,
  "total_energy_ha": -5924.272151
}

Record 2
{
  "formula": "C53H35Cl2N4O4W",
  "method": "ωB97M-V with the def2-TZVPD basis set",
  "elements": ["W", "C", "C", "C", "C", "C", "C", "C", "C", "C", "C", "C", "N", "C", "C", "C", "C", "C", "C", "C", "C", "C", "C", "C", "C", "C", "N", "C", "C", "C", "C", "C", "C", "C", "C", "C", "C", "C", "C", "N", "C", "C", "N", "C", "C", "C", "C", "C", "C", "H", "H", "H", "H", "H", "H", "H", "H", "H", "H", "H", "H", "H", "H", "H", "H", "H", "H", "H", "H", "H", "H", "H", "H", "H", "H", "H", "H", "Cl", "C", "Cl", "H", "H", "O", "C", "O", "C", "C", "C", "C", "O", "C", "O", "C", "C", "H", "H", "H", "H", "H"],
  "positions_angstrom": [[0.077, 0.473, -0.631], [2.930, 6.490, 3.496], [1.601, 6.208, 3.212], [1.273, 5.116, 2.428], [2.263, 4.239, 1.961], [3.605, 4.565, 2.222], [3.928, 5.677, 2.974], [1.848, 3.075, 1.176], [2.523, 1.896, 1.012], [3.835, 1.554, 1.503], [4.236, 0.445, 0.862], [3.142, 0.006, 0.036], [2.068, 0.827, 0.183], [3.213, -1.137, -0.799], [2.087, -1.800, -1.193], [1.972, -3.119, -1.776], [0.725, -3.559, -1.521], [0.048, -2.534, -0.749], [-1.026, -2.693, 0.105], [-1.771, -3.978, 0.140], [-1.148, -5.164, 0.521], [-1.860, -6.355, 0.531], [-3.197, -6.369, 0.155], [-3.823, -5.190, -0.223], [-3.115, -3.997, -0.229], [-1.298, -1.706, 1.083], [-0.846, -0.441, 0.959], [-1.119, 0.230, 2.128], [-0.909, 1.580, 2.123], [-1.037, 2.393, 3.346], [-1.784, 3.572, 3.399], [-1.757, 4.361, 4.537], [-0.969, 3.999, 5.624], [-0.240, 2.821, 5.586], [-0.279, 2.015, 4.458], [-0.574, 2.185, 0.823], [0.702, 2.109, -1.882], [0.948, 3.169, -1.117], [0.609, 3.120, 0.337], [-0.681, 3.536, 0.715], [-1.748, -0.680, 3.037], [-1.894, -1.863, 2.379], [0.859, -1.419, -0.698], [4.543, -1.769, -1.055], [5.250, -1.479, -2.217], [6.481, -2.080, -2.451], [7.004, -2.974, -1.528], [6.297, -3.273, -0.371], [5.066, -2.676, -0.136], [3.188, 7.353, 4.095], [0.815, 6.853, 3.582], [0.239, 4.930, 2.181], [4.397, 3.978, 1.785], [4.969, 5.924, 3.140], [4.373, 2.078, 2.273], [5.174, -0.076, 0.963], [2.769, -3.649, -2.272], [0.302, -4.515, -1.788], [-0.108, -5.147, 0.828], [-1.366, -7.273, 0.823], [-3.751, -7.299, 0.165], [-4.863, -5.195, -0.520], [-3.597, -3.076, -0.541], [-2.391, 3.856, 2.551], [-2.340, 5.272, 4.576], [-0.917, 4.638, 6.497], [0.369, 2.529, 6.433], [0.309, 1.105, 4.414], [0.999, 2.242, -2.916], [1.391, 4.108, -1.444], [-2.040, -0.454, 4.051], [-2.350, -2.766, 2.753], [4.835, -0.784, -2.938], [7.024, -1.857, -3.359], [7.964, -3.439, -1.710], [6.698, -3.980, 0.343], [4.502, -2.912, 0.760], [0.740, -0.348, -4.014], [-0.237, 0.608, -5.165], [-1.468, 1.624, -4.413], [-0.739, -0.090, -5.822], [0.441, 1.251, -5.711], [-2.545, 0.915, -0.830], [-2.447, -0.006, -1.647], [-1.254, -0.484, -1.855], [-3.553, -0.554, -2.442], [-3.266, -1.383, -3.520], [-4.275, -1.862, -4.353], [-5.558, -1.469, -4.058], [-6.701, -1.777, -4.717], [-7.759, -1.092, -4.037], [-7.197, -0.462, -2.891], [-5.849, -0.662, -2.963], [-4.873, -0.188, -2.135], [-2.235, -1.653, -3.712], [-4.070, -2.513, -5.193], [-8.524, -1.807, -3.737], [-8.190, -0.340, -4.702], [-5.091, 0.441, -1.281]],
  "lumo_ev": [-4.64, -4.54],
  "relative_energy_ev": 6.6631,
  "spin_multiplicity": 3,
  "charge": 1,
  "homo_energy_ev": [-9.786, -10.069],
  "total_energy_ha": -3547.795160
}

Record 3
{
  "formula": "C4H6O",
  "method": "ωB97M-V with the def2-TZVPD basis set",
  "elements": ["C", "C", "C", "C", "O", "H", "H", "H", "H", "H", "H"],
  "positions_angstrom": [[1.402, -1.230, 0.717], [1.158, -0.316, -0.352], [0.160, 0.715, -0.273], [-1.172, 0.475, -0.389], [-2.081, 1.543, -0.197], [2.198, -2.020, 0.642], [0.666, -1.384, 1.476], [1.709, -0.248, -1.185], [0.308, 1.803, 0.006], [-1.669, -0.407, -0.888], [-2.680, 1.070, 0.443]],
  "lumo_ev": [4.05, 3.90],
  "relative_energy_ev": 1.7728,
  "spin_multiplicity": 2,
  "charge": -1,
  "homo_energy_ev": [1.090, -3.058],
  "total_energy_ha": -231.112671
}

Record 4
{
  "formula": "C9H14O",
  "method": "ωB97M-V with the def2-TZVPD basis set",
  "elements": ["C", "C", "H", "H", "H", "H", "H", "H", "C", "C", "C", "C", "C", "C", "C", "O", "H", "H", "H", "H", "H", "H", "H", "H"],
  "positions_angstrom": [[0.244, 0.384, 2.814], [1.498, -0.356, 2.786], [-0.636, -0.155, 2.303], [-0.326, 0.588, 3.676], [0.415, 1.349, 2.221], [1.391, -1.435, 2.494], [1.896, -0.436, 3.782], [2.186, 0.155, 2.110], [2.011, -0.107, -2.474], [-0.168, -1.064, -1.738], [0.759, 0.031, -1.818], [-1.184, -1.193, -0.792], [-1.326, -0.102, 0.038], [0.510, 1.129, -0.947], [-0.457, 1.039, -0.012], [-2.425, 0.259, 0.838], [0.025, -1.909, -2.455], [-1.717, -2.033, -0.786], [1.984, -0.742, -3.399], [2.767, -0.400, -1.859], [1.136, 1.983, -1.104], [-2.980, -0.399, 1.241], [-0.483, 1.900, 0.743], [2.406, 0.897, -2.808]],
  "lumo_ev": 0.82,
  "relative_energy_ev": 2.2648,
  "homo_energy_ev": -8.090,
  "total_energy_ha": -426.489557,
  "smiles": "Cc1ccc(O)cc1.CC"
}